[1]
{"formula": "C37H57BClN7NiS2", "method": "wB97M-V/def2-TZVPD", "species": ["Ni", "C", "C", "C", "C", "C", "C", "C", "C", "C", "N", "N", "B", "N", "N", "C", "C", "C", "C", "C", "C", "C", "C", "C", "N", "N", "C", "C", "C", "C", "C", "C", "C", "C", "C", "H", "H", "H", "H", "H", "H", "H", "H", "H", "H", "H", "H", "H", "H", "H", "H", "H", "H", "H", "H", "H", "H", "H", "H", "H", "H", "H", "H", "H", "H", "H", "H", "H", "H", "H", "H", "H", "H", "H", "H", "H", "H", "H", "H", "H", "H", "Cl", "C", "C", "C", "C", "C", "C", "C", "H", "H", "H", "H", "H", "H", "S", "C", "N", "C", "C", "S", "H", "H", "H", "H", "H"], "positions_angstrom": [[-0.75483, -0.47396, -1.00546], [-2.14728, -3.56168, 2.14263], [-2.42471, -2.11754, 1.71430], [-3.64927, -1.57275, 2.45465], [-1.24785, -1.22876, 1.97921], [-0.70887, -0.90932, 3.22960], [0.30485, 0.00486, 2.99344], [1.07735, 0.65583, 4.12141], [0.14671, 1.59651, 4.90216], [2.39716, 1.36138, 3.82162], [0.36111, 0.19781, 1.65792], [-0.57477, -0.56791, 1.03811], [1.25945, 1.04771, 0.74455], [2.03563, 0.14068, -0.25483], [1.36782, -0.46049, -1.27695], [2.27821, -0.82378, -2.18469], [3.55598, -0.48074, -1.71955], [3.36146, 0.12692, -0.49539], [4.39221, 0.60826, 0.48333], [4.73192, -0.52766, 1.45682], [5.64934, 1.11214, -0.22149], [1.98713, -1.40963, -3.54517], [0.71006, -0.84144, -4.16727], [2.02681, -2.93860, -3.56185], [0.44183, 2.04577, -0.10880], [-0.35983, 1.60425, -1.11327], [-0.69758, 2.65591, -1.84685], [-0.11582, 3.81431, -1.30331], [0.60539, 3.38726, -0.20654], [1.38643, 4.20931, 0.77951], [1.84301, 5.53246, 0.17227], [0.54113, 4.44404, 2.03625], [-1.51801, 2.55847, -3.10159], [-2.86412, 3.27094, -2.94954], [-0.72849, 3.12913, -4.28344], [-2.95727, -4.21924, 1.81561], [-2.07369, -3.63228, 3.23249], [-1.21495, -3.93772, 1.72274], [-2.62842, -2.09387, 0.64709], [-3.49595, -1.62484, 3.53727], [-4.53735, -2.15790, 2.20383], [-3.83669, -0.53178, 2.18902], [-1.03375, -1.27098, 4.19419], [1.31420, -0.17805, 4.78925], [-0.19442, 2.41840, 4.26895], [0.67211, 2.02453, 5.75957], [-0.73532, 1.06896, 5.26470], [2.24136, 2.31524, 3.31635], [3.06318, 0.75303, 3.20909], [2.90085, 1.56917, 4.76805], [2.03528, 1.65222, 1.39775], [4.49514, -0.64388, -2.22627], [3.96452, 1.43372, 1.05572], [5.14983, -1.37754, 0.90970], [3.83719, -0.87282, 1.98174], [5.46650, -0.20129, 2.19831], [6.14185, 0.30426, -0.76877], [6.36300, 1.49899, 0.50842], [5.41376, 1.90847, -0.92987], [2.82504, -1.07612, -4.16325], [-0.14111, -0.96202, -3.50413], [0.46938, -1.36508, -5.09545], [0.81586, 0.22246, -4.38601], [1.23040, -3.36176, -2.95551], [2.98431, -3.30987, -3.18842], [1.89547, -3.29834, -4.58638], [-0.20060, 4.82348, -1.67360], [2.27499, 3.64305, 1.06797], [0.98509, 6.15951, -0.08674], [2.43356, 5.37312, -0.73211], [2.45135, 6.08710, 0.89002], [-0.34258, 5.03935, 1.79322], [1.11473, 4.97393, 2.80235], [0.19855, 3.49495, 2.45079], [-1.70371, 1.50096, -3.29136], [-2.71479, 4.30199, -2.61695], [-3.50027, 2.76639, -2.22094], [-3.39178, 3.29904, -3.90684], [-0.58722, 4.20755, -4.17168], [-1.26523, 2.95679, -5.21916], [0.25885, 2.66946, -4.35916], [-4.79119, 1.41641, 0.64159], [-5.04570, -0.12509, -0.14441], [-6.24140, -0.77395, 0.11165], [-6.50366, -1.99972, -0.47977], [-5.55386, -2.54495, -1.33561], [-4.36511, -1.88522, -1.57861], [-4.04189, -0.64882, -0.98024], [-2.77812, 0.01968, -1.20253], [-6.95996, -0.30872, 0.77421], [-7.43660, -2.51231, -0.28300], [-5.74533, -3.49236, -1.82754], [-3.65399, -2.32775, -2.26489], [-2.77774, 1.06913, -0.95475], [-2.46676, -0.11129, -2.25742], [-1.12038, -2.88559, -1.53837], [-0.07414, -3.77003, -0.58399], [-0.21591, -5.09305, -0.41708], [0.89889, -5.81280, 0.17919], [1.55189, -4.80203, 1.10523], [1.32473, -3.19010, 0.28258], [-0.92205, -5.56613, -0.95944], [1.59513, -6.13564, -0.60012], [0.53850, -6.68621, 0.71890], [2.61155, -4.99932, 1.24108], [1.06230, -4.77462, 2.07991]], "atomic_forces_ev_per_a": [[-0.3, 0.4, 0.6], [0.0, 0.0, 0.1], [0.0, 0.0, 0.1], [0.0, 0.0, 0.0], [0.2, 0.1, 0.1], [0.0, 0.0, 0.0], [-0.1, -0.1, 0.1], [0.0, 0.1, 0.0], [0.0, 0.0, 0.0], [0.0, 0.0, 0.0], [0.0, -0.1, 0.0], [-0.2, -0.1, 0.1], [0.0, 0.0, 0.0], [-0.1, -0.1, 0.0], [0.2, -0.2, -0.4], [0.0, 0.2, 0.2], [0.1, -0.1, -0.1], [0.1, 0.0, 0.0], [0.0, 0.0, 0.0], [0.0, 0.0, 0.0], [0.0, 0.0, 0.0], [0.0, 0.1, 0.1], [0.1, -0.1, -0.1], [0.0, 0.0, -0.1], [0.0, 0.2, 0.0], [0.1, 0.1, 0.1], [0.0, 0.0, 0.1], [0.0, 0.0, 0.0], [-0.1, 0.0, -0.1], [-0.1, 0.0, 0.0], [0.0, 0.0, 0.0], [0.0, 0.0, 0.0], [0.0, 0.0, 0.0], [0.0, 0.0, 0.0], [0.0, 0.0, 0.0], [0.0, 0.0, 0.0], [0.0, 0.0, 0.0], [0.0, 0.0, 0.0], [0.0, 0.0, -0.1], [0.0, 0.0, 0.0], [0.0, 0.0, 0.0], [0.0, -0.1, 0.1], [0.0, 0.0, -0.1], [0.0, 0.0, 0.0], [0.0, 0.0, 0.0], [0.0, 0.0, 0.0], [0.0, 0.0, 0.0], [0.0, 0.0, 0.0], [0.0, 0.1, 0.0], [0.0, 0.0, 0.0], [0.0, 0.0, 0.0], [-0.1, 0.0, 0.0], [0.0, 0.0, 0.0], [0.0, 0.0, 0.0], [0.1, 0.0, 0.0], [0.0, 0.0, 0.0], [0.0, 0.0, 0.0], [0.0, 0.0, 0.0], [0.0, 0.0, 0.0], [0.0, 0.0, -0.1], [-0.2, -0.1, 0.1], [0.0, 0.1, 0.0], [0.0, 0.0, 0.1], [-0.1, 0.0, 0.0], [0.0, 0.0, 0.0], [0.0, 0.0, 0.1], [0.0, -0.1, 0.0], [0.0, 0.0, 0.0], [0.0, 0.0, 0.0], [0.0, 0.0, 0.0], [0.0, 0.0, 0.0], [0.0, 0.0, 0.0], [0.0, 0.0, 0.0], [0.0, 0.0, 0.0], [0.0, 0.0, 0.0], [0.0, 0.0, 0.0], [0.0, 0.0, 0.0], [0.0, 0.0, 0.1], [0.0, 0.0, 0.0], [0.0, 0.0, 0.0], [0.0, 0.0, 0.0], [0.0, 0.1, 0.0], [0.1, -0.1, -0.1], [0.0, 0.0, -0.1], [0.0, 0.0, 0.1], [0.0, 0.0, 0.0], [0.0, 0.1, 0.0], [-0.3, -0.2, 0.2], [0.7, -0.3, -0.8], [0.0, 0.0, 0.0], [0.0, 0.0, 0.0], [0.0, 0.0, 0.0], [0.0, 0.0, 0.0], [-0.1, 0.1, 0.1], [-0.4, 0.2, -0.2], [0.4, -0.1, 0.4], [0.0, -0.1, -0.2], [0.1, 0.0, -0.1], [0.0, 0.1, -0.1], [0.0, 0.0, 0.1], [-0.1, 0.0, 0.0], [0.0, 0.0, 0.0], [0.0, 0.0, 0.0], [0.0, 0.0, 0.0], [0.0, 0.0, 0.0], [0.0, 0.0, -0.1]], "multiplicity": 3, "energy_ha": -4617.2554, "e_lumo_ha": [0.0039, 0.0039], "orbital_gap_ev": [6.319, 6.982], "fmax_ev_per_a": 1.1, "e_homo_ev": [-6.212, -6.877]}

=====

[2]
{"formula": "C37H58F3MnO21S", "method": "wB97M-V/def2-TZVPD", "species": ["Mn", "C", "F", "F", "F", "S", "O", "O", "O", "O", "C", "O", "C", "C", "C", "H", "H", "H", "H", "H", "H", "H", "H", "O", "C", "O", "C", "C", "C", "H", "H", "H", "H", "H", "H", "H", "H", "O", "C", "O", "C", "C", "C", "H", "H", "H", "H", "H", "H", "O", "C", "O", "C", "C", "C", "H", "H", "H", "H", "H", "H", "O", "C", "O", "C", "C", "C", "H", "H", "H", "H", "H", "H", "O", "C", "O", "C", "C", "C", "H", "H", "H", "H", "H", "H", "O", "C", "O", "C", "C", "C", "H", "H", "H", "H", "H", "H", "O", "C", "O", "C", "C", "C", "H", "H", "H", "H", "H", "H", "O", "C", "O", "C", "C", "C", "H", "H", "H", "H", "H", "H"], "positions_angstrom": [[1.45297, 1.64379, -4.17816], [-1.67709, -0.94024, 0.50319], [-2.43893, -0.51580, 1.54122], [-1.14504, -2.12246, 0.89301], [-2.49356, -0.98873, -0.54011], [-0.36090, 0.45959, 0.00880], [-0.97376, 1.75497, 0.30468], [0.86337, 0.12066, 0.74423], [-0.25809, 0.42613, -1.47490], [-1.45565, -8.92505, -2.20289], [-2.54358, -8.94183, -2.72967], [-3.32106, -7.83250, -3.14272], [-2.79346, -6.60602, -2.85293], [-3.64944, -5.56580, -3.65286], [-3.27760, -10.16533, -3.04859], [-1.76207, -6.45939, -3.17359], [-2.65167, -6.35182, -1.80251], [-4.63821, -5.54404, -3.19465], [-3.77060, -5.84225, -4.70023], [-3.17858, -4.59117, -3.52446], [-3.00580, -11.12190, -2.60226], [-3.31388, -10.36804, -4.11896], [-4.30477, -9.95982, -2.74730], [3.86050, -5.22994, 3.24961], [4.68912, -4.76344, 2.48524], [4.71780, -4.72878, 1.24030], [3.61882, -4.86381, 0.32772], [3.44270, -6.27359, -0.24860], [6.01747, -4.16203, 3.03951], [3.82209, -4.23593, -0.53978], [2.77091, -4.48633, 0.89926], [2.79022, -6.78972, 0.45566], [4.44117, -6.68093, -0.40747], [2.88102, -6.38618, -1.17593], [5.77307, -3.66363, 3.97758], [6.49013, -3.43318, 2.38113], [6.69760, -5.00120, 3.18548], [-4.75439, -7.27326, 5.43515], [-3.57812, -7.35440, 4.94054], [-2.72442, -6.29462, 5.01070], [-1.49402, -6.63592, 4.29689], [-1.50173, -8.19968, 4.37325], [-2.96756, -8.60256, 4.28541], [-0.64404, -6.13900, 4.76453], [-1.52331, -6.30007, 3.26033], [-1.12813, -8.42409, 5.37234], [-0.83412, -8.67789, 3.65652], [-3.24136, -9.50901, 4.82530], [-3.37905, -8.54369, 3.27779], [3.94910, 3.51131, -2.23019], [5.03356, 3.98817, -1.96766], [5.37570, 5.31066, -2.01498], [6.75892, 5.66647, -1.76846], [7.28479, 4.41796, -1.07778], [6.25551, 3.28916, -1.46777], [6.93600, 6.54604, -1.14952], [7.23949, 5.75010, -2.74322], [7.33297, 4.62203, -0.00814], [8.31809, 4.17494, -1.32544], [6.14987, 2.54224, -0.68098], [6.35644, 2.77182, -2.42185], [-0.67243, 4.62994, -4.25982], [-1.00091, 5.77900, -4.37654], [-0.09370, 6.70903, -4.12750], [-0.78857, 7.97356, -4.25976], [-2.16417, 7.76537, -4.86837], [-2.27586, 6.30685, -5.07051], [-0.26971, 8.87940, -4.57332], [-1.02545, 8.40342, -3.28651], [-1.96393, 8.17725, -5.85749], [-3.02079, 8.11307, -4.29095], [-2.32342, 5.92280, -6.08949], [-3.09702, 5.91646, -4.46935], [-1.30129, 1.53870, 9.16527], [-0.66476, 0.94923, 8.26450], [-1.24050, -0.13373, 7.67998], [-0.43300, -0.70884, 6.75428], [0.48584, 0.45354, 6.37590], [0.63706, 1.28237, 7.50079], [-1.15890, -0.78645, 5.94487], [0.05987, -1.64273, 7.02453], [0.23895, 1.01294, 5.47355], [1.46424, 0.06688, 6.09071], [0.79383, 2.33723, 7.27542], [1.47778, 0.99468, 8.13208], [4.17792, 8.51497, 2.28730], [3.16836, 7.90035, 1.96328], [3.03082, 6.61817, 2.40672], [1.77889, 6.07136, 1.93308], [0.91559, 7.31626, 1.57478], [1.99985, 8.30314, 1.08238], [1.37165, 5.35473, 2.64631], [1.97025, 5.49047, 1.03083], [0.54733, 7.78830, 2.48563], [0.16257, 7.27233, 0.78793], [1.69155, 9.34372, 1.18359], [2.35089, 8.17907, 0.05794], [-4.85130, 6.88752, 2.85852], [-4.14625, 6.00439, 3.37281], [-3.41530, 6.14103, 4.56233], [-2.66754, 4.98993, 4.83253], [-3.43042, 3.83527, 4.04899], [-3.96453, 4.59397, 2.82628], [-2.61130, 4.67167, 5.87352], [-1.61867, 5.15267, 4.58458], [-4.29522, 3.45471, 4.59250], [-2.75864, 3.02546, 3.76438], [-4.84272, 4.11716, 2.39094], [-3.19258, 4.66297, 2.05984], [-0.88693, -0.02681, -6.64071], [-1.29183, -0.56691, -7.60152], [-2.27904, 0.07960, -8.38745], [-3.01076, -0.89344, -9.15119], [-2.12467, -2.13749, -9.28562], [-1.02605, -1.93489, -8.14001], [-3.52825, -0.50489, -10.02831], [-3.92609, -1.17627, -8.63131], [-1.62859, -2.13517, -10.25619], [-2.60825, -3.11353, -9.32569], [0.02855, -2.07586, -8.37675], [-1.28787, -2.64444, -7.35510]], "atomic_forces_ev_per_a": [[-1.0, 0.2, 1.3], [-0.1, 1.3, 1.0], [1.0, -0.1, -0.6], [-0.4, 1.3, -1.3], [0.3, -1.1, -0.1], [1.1, 0.6, 1.4], [0.1, -1.3, 0.4], [-1.7, 0.3, -1.2], [0.4, -0.5, -0.8], [-1.1, 1.2, -0.5], [0.7, 0.3, 0.1], [1.2, -3.0, 1.0], [0.8, 3.2, -1.2], [0.3, -0.6, 1.6], [-1.8, -1.1, -0.5], [0.3, -0.6, -0.6], [-1.0, -0.3, 0.4], [-0.1, 0.2, -0.1], [0.3, 0.0, 0.1], [-0.1, 0.1, -0.3], [0.7, 0.6, 0.4], [0.0, 0.4, -0.1], [-0.2, -0.2, -0.2], [0.0, 0.4, -1.3], [1.1, 0.1, 5.6], [0.4, 0.1, -5.5], [-0.8, -0.1, -0.5], [-0.5, 0.1, 1.1], [-0.9, -0.2, 0.0], [0.3, 0.6, 0.5], [-0.4, -0.2, -0.4], [0.7, -0.7, 0.2], [-0.2, -0.4, 0.3], [0.2, 0.8, -0.2], [0.2, -0.3, 0.1], [-0.2, -0.2, -0.2], [0.1, 0.1, 0.2], [5.0, -0.2, -2.2], [-5.0, 0.4, 2.8], [0.1, -0.8, -0.9], [-0.6, -1.2, 0.0], [0.9, 0.5, 0.1], [0.2, 2.0, 0.5], [-0.2, -0.2, 0.3], [-0.4, 0.2, 0.0], [0.0, -0.3, 0.0], [-0.1, 0.1, -0.1], [-0.1, 0.2, -0.3], [0.2, -0.6, -0.2], [0.3, 0.6, -0.7], [0.8, 1.5, 2.4], [-2.0, 0.7, -0.8], [0.4, -2.0, -0.5], [0.0, -0.9, 0.0], [0.6, 0.3, 0.1], [-0.8, 0.1, -0.3], [-0.1, 0.5, 0.0], [-0.5, -0.5, 0.1], [-0.1, 0.0, -0.4], [-0.5, 0.1, -0.2], [1.6, -0.6, 0.0], [-0.1, -1.6, 0.3], [0.6, -1.0, -1.9], [-0.9, 2.1, -0.1], [-0.9, 2.0, 2.9], [1.0, 0.5, -2.1], [0.5, -1.7, 1.9], [0.9, -1.0, -1.3], [0.4, -0.8, 0.9], [-1.4, 0.7, -0.1], [0.4, 0.7, -0.3], [0.0, 0.0, 0.2], [-0.2, -0.3, -0.4], [2.7, -1.6, -2.8], [-3.0, 2.4, 2.8], [-0.8, 0.8, 3.4], [-0.1, 0.9, -3.1], [2.4, -2.6, -4.1], [-0.4, 1.7, 3.7], [0.6, -1.2, -0.6], [-0.1, 0.1, 0.3], [-0.9, -0.2, 0.1], [0.1, -0.3, -0.1], [-0.5, 0.0, 0.3], [0.0, -0.1, 0.2], [-2.1, -0.8, -0.9], [2.6, 1.0, 1.1], [-1.0, 0.1, -0.4], [-0.5, 0.3, -0.9], [1.1, 0.6, -0.3], [0.2, -0.3, 0.7], [0.0, 0.5, 0.3], [0.2, 0.0, -0.2], [-0.5, -0.3, 0.0], [-0.2, -0.7, 0.5], [0.3, -0.1, 0.2], [-0.2, -0.3, -0.2], [2.5, -2.3, 2.1], [-2.0, 1.7, -0.9], [-1.3, 1.1, -1.3], [-0.4, -2.5, -0.2], [1.0, 1.0, -0.5], [0.7, -0.1, 0.7], [-0.6, 0.8, 0.3], [0.0, -0.1, -0.7], [0.3, 0.0, 0.4], [-0.1, -0.1, 0.2], [-0.1, 0.6, 0.1], [0.0, 0.0, -0.2], [1.6, 1.2, 1.9], [-2.8, 0.1, -2.8], [1.0, -1.0, 0.6], [-1.2, -1.0, 0.6], [2.0, 0.6, -0.7], [-1.7, -0.9, -0.5], [1.3, 0.5, -0.5], [0.1, 0.0, 1.0], [0.2, 0.3, 0.0], [-0.3, 0.3, 0.8], [-0.2, 0.0, -0.3], [0.3, 0.1, 0.3]], "charge": 1, "multiplicity": 6, "energy_ha": -4872.9018, "e_lumo_ha": [-0.3306, -0.3152], "orbital_gap_ev": [1.826, 2.245], "fmax_ev_per_a": 5.8, "e_homo_ev": [-10.821, -10.821], "e_above_lowest_ev": 13.895}